C4H8O2 | ωB97M-V/def2-TZVPD

Atoms and positions in Å:
O 0.51 0.69 -1.97
C -0.13 -0.28 -1.16
C 0.74 -0.83 0.00
C -0.19 -0.13 1.03
O 0.35 1.00 1.65
C -1.11 0.32 -0.12
H 0.79 1.37 -1.35
H -0.55 -1.03 -1.84
H 1.76 -0.42 -0.05
H 0.79 -1.91 0.08
H -0.66 -0.82 1.75
H 1.01 0.72 2.30
H -1.17 1.41 -0.21
H -2.13 -0.09 -0.11

Values from the calculation:
Energy above the lowest of the compared OMol25 structures with the same formula, charge and spin, kcal per mole: 39.4
Charge: 0
E_LUMO, eV: 0.875
Electronic energy, Ha: -307.6496
E_HOMO, eV: -10.0
SMILES: O[C@H]1C[C@@H](O)C1